Record 1
# C40H82F8N2O18S

A 14-piece molecular cluster, C40H82F8N2O18S overall (ωB97M-V with the def2-TZVPD basis set, the Open Molecules 2025 dataset).

Results
Charge   0
DFT total energy   -115211.5899 eV

Last column: Löwdin charge in e.
Geometry (Å):
1 C -2.090 3.799 -5.784  -0.097
2 O -2.119 2.427 -5.468  -0.205
3 C -3.284 1.753 -5.914  -0.226
4 C -2.949 0.287 -6.170  -0.171
5 C -3.264 -0.574 -4.958  -0.167
6 C -2.518 -0.079 -3.692  -0.105
7 C -1.672 -1.089 -2.950  -0.080
8 C -0.556 -1.671 -3.546  -0.156
9 C -0.124 -1.344 -4.954  -0.120
10 O -0.830 -2.099 -5.960  -0.098
11 N -0.626 -3.463 -5.700  -0.010
12 O -1.570 -4.090 -5.981  0.078
13 C 0.238 -2.560 -2.850  0.001
14 C -0.047 -2.911 -1.545  -0.235
15 C 0.865 -3.822 -0.773  -0.133
16 C 1.983 -2.942 -0.249  -0.181
17 O 2.977 -3.704 0.433  -0.120
18 C 4.114 -2.937 0.745  -0.104
19 C 4.537 -3.136 2.191  -0.406
20 F 5.234 -4.296 2.305  0.135
21 F 3.471 -3.214 3.005  0.143
22 C 5.496 -1.999 2.675  -0.338
23 F 6.432 -2.499 3.509  0.153
24 F 6.149 -1.497 1.600  0.141
25 C 4.797 -0.824 3.417  -0.348
26 F 3.568 -0.606 2.918  0.158
27 F 5.535 0.303 3.167  0.106
28 C 4.778 -0.954 4.948  -0.289
29 F 3.919 -0.029 5.428  0.104
30 F 4.345 -2.178 5.314  0.111
31 C -1.164 -2.346 -0.959  -0.371
32 C -1.955 -1.428 -1.624  -0.176
33 N -3.046 -0.835 -0.932  0.102
34 C -2.768 -0.410 0.393  -0.261
35 C -3.167 0.843 0.820  0.031
36 C -2.892 1.284 2.094  -0.206
37 C -3.302 2.685 2.487  -0.112
38 C -2.315 3.266 3.472  -0.278
39 O -2.436 4.687 3.508  -0.058
40 C -2.234 0.445 2.975  -0.034
41 C -1.828 -0.806 2.554  -0.074
42 C -2.097 -1.224 1.268  -0.457
43 S -1.595 -2.808 0.691  1.083
44 H -2.319 3.995 -6.835  0.083
45 H -1.094 4.189 -5.591  0.089
46 H -2.793 4.353 -5.164  0.061
47 H -3.631 2.197 -6.843  0.089
48 H -4.090 1.829 -5.175  0.128
49 H -3.509 -0.066 -7.035  0.112
50 H -1.900 0.240 -6.454  0.103
51 H -3.110 -1.632 -5.140  0.099
52 H -4.335 -0.470 -4.779  0.113
53 H -3.258 0.372 -3.045  0.097
54 H -1.866 0.742 -3.988  0.110
55 H -0.274 -0.294 -5.181  0.120
56 H 0.936 -1.571 -5.050  0.123
57 H 1.102 -3.004 -3.326  0.129
58 H 1.245 -4.636 -1.386  0.130
59 H 0.341 -4.263 0.069  0.068
60 H 1.564 -2.193 0.427  0.139
61 H 2.443 -2.438 -1.102  0.134
62 H 4.942 -3.161 0.074  0.146
63 H 3.890 -1.875 0.620  0.137
64 H 5.776 -0.777 5.346  0.175
65 H -3.323 -0.008 -1.437  0.098
66 H -3.677 1.497 0.123  0.124
67 H -4.307 2.693 2.901  0.134
68 H -3.250 3.290 1.584  0.088
69 H -2.512 2.854 4.466  0.110
70 H -1.294 2.981 3.204  0.121
71 H -1.699 5.031 4.021  0.083
72 H -2.025 0.729 3.993  0.094
73 H -1.291 -1.478 3.207  0.106
74 C -3.949 7.152 -3.523  -0.144
75 O -3.788 5.744 -3.666  -0.151
76 H -3.483 7.618 -4.387  0.080
77 H -5.004 7.434 -3.494  0.078
78 H -3.460 7.519 -2.616  0.076
79 H -4.197 5.322 -2.904  0.074
80 C -6.184 -1.670 0.397  -0.166
81 O -5.567 -2.788 -0.234  -0.132
82 H -7.149 -1.993 0.779  0.074
83 H -5.581 -1.304 1.232  0.063
84 H -6.344 -0.854 -0.315  0.076
85 H -4.708 -2.482 -0.553  0.034
86 C 0.318 0.708 6.593  -0.134
87 O -0.768 1.529 6.164  -0.136
88 H 0.010 0.241 7.525  0.060
89 H 0.542 -0.074 5.863  0.078
90 H 1.217 1.303 6.770  0.080
91 H -0.509 1.949 5.339  0.050
92 C 8.088 2.609 1.420  -0.118
93 O 6.794 2.510 2.018  -0.140
94 H 8.362 3.659 1.406  0.071
95 H 8.826 2.054 2.003  0.084
96 H 8.079 2.231 0.396  0.085
97 H 6.532 1.587 2.036  0.052
98 C -1.635 0.441 10.030  -0.170
99 O -2.690 1.262 9.548  -0.121
100 H -1.964 0.000 10.967  0.077
101 H -1.414 -0.363 9.322  0.066
102 H -0.731 1.029 10.212  0.077
103 H -2.408 1.653 8.715  0.063
104 C 4.273 -6.729 -1.385  -0.145
105 O 4.740 -5.444 -1.787  -0.128
106 H 4.822 -7.464 -1.968  0.077
107 H 4.459 -6.908 -0.323  0.078
108 H 3.205 -6.848 -1.584  0.075
109 H 4.251 -4.793 -1.273  0.030
110 C -2.570 2.571 -10.210  -0.144
111 O -3.349 2.209 -9.073  -0.136
112 H -1.884 3.352 -9.893  0.077
113 H -1.991 1.723 -10.583  0.078
114 H -3.197 2.959 -11.017  0.077
115 H -3.959 1.517 -9.346  0.080
116 C 0.777 -6.212 2.828  -0.158
117 O 1.957 -6.502 2.098  -0.126
118 H 0.578 -7.066 3.470  0.078
119 H 0.898 -5.320 3.452  0.075
120 H -0.074 -6.069 2.155  0.071
121 H 2.149 -5.756 1.518  0.042
122 C 10.990 5.917 2.245  -0.157
123 O 10.851 4.504 2.351  -0.134
124 H 11.738 6.108 1.479  0.076
125 H 10.051 6.391 1.949  0.077
126 H 11.331 6.357 3.186  0.075
127 H 10.191 4.327 3.028  0.066
128 C -1.852 4.115 -1.653  -0.127
129 O -2.442 3.779 -0.395  -0.138
130 H -2.313 3.483 -2.408  0.074
131 H -2.041 5.159 -1.904  0.066
132 H -0.775 3.930 -1.649  0.085
133 H -2.047 4.333 0.284  0.075
134 C -2.974 -6.795 -3.750  -0.161
135 O -1.618 -6.778 -4.178  -0.131
136 H -3.102 -7.669 -3.117  0.076
137 H -3.225 -5.903 -3.169  0.074
138 H -3.661 -6.871 -4.598  0.076
139 H -1.499 -6.005 -4.738  0.027
140 C 4.757 5.582 2.480  -0.173
141 O 6.116 5.193 2.428  -0.138
142 H 4.726 6.669 2.529  0.073
143 H 4.211 5.259 1.587  0.074
144 H 4.255 5.181 3.366  0.073
145 H 6.153 4.225 2.383  0.026
146 C -7.106 -2.076 3.946  -0.159
147 O -6.898 -0.733 3.522  -0.133
148 H -6.579 -2.718 3.245  0.071
149 H -6.705 -2.246 4.949  0.076
150 H -8.167 -2.340 3.935  0.078
151 H -7.359 -0.152 4.134  0.072

Record 2
# C24H32BF3O2

A 2-piece molecular cluster, C24H32BF3O2 overall at a distorted geometry (ωB97M-V with the def2-TZVPD basis set, the Open Molecules 2025 dataset).

Results
Charge   0
DFT total energy   -38330.2804 eV

Last column: natural (NBO) charge in e.
Geometry (Å):
1 C 1.940 0.367 -4.907  -0.624
2 C 1.627 -0.334 -3.597  0.256
3 C 1.004 -1.697 -3.906  -0.647
4 C 2.856 -0.463 -2.568  0.256
5 C 3.692 -1.725 -2.722  -0.627
6 C 3.766 0.756 -2.641  -0.635
7 O 2.224 -0.479 -1.292  -0.759
8 B 0.907 0.034 -1.512  0.937
9 C -0.262 -1.013 -1.080  -0.263
10 C -1.579 -0.756 -1.456  -0.222
11 C -2.607 -1.573 -0.979  -0.209
12 C -2.283 -2.652 -0.165  -0.148
13 C -3.402 -3.397 0.516  0.973
14 F -2.998 -4.580 1.059  -0.330
15 F -3.917 -2.639 1.544  -0.350
16 F -4.439 -3.671 -0.332  -0.331
17 C -0.964 -3.007 0.084  -0.218
18 C 0.062 -2.185 -0.402  -0.242
19 C 0.672 1.487 -0.258  -0.611
20 C -0.190 2.520 -0.883  -0.623
21 O 0.711 0.468 -2.857  -0.757
22 H 2.688 -0.207 -5.470  0.200
23 H 1.028 0.417 -5.513  0.214
24 H 2.310 1.384 -4.745  0.216
25 H 1.628 -2.250 -4.619  0.204
26 H 0.870 -2.304 -3.003  0.221
27 H 0.018 -1.544 -4.362  0.216
28 H 4.142 -1.764 -3.722  0.202
29 H 4.499 -1.710 -1.982  0.209
30 H 3.094 -2.629 -2.561  0.214
31 H 4.310 0.777 -3.593  0.200
32 H 3.193 1.686 -2.533  0.217
33 H 4.499 0.702 -1.831  0.208
34 H -1.823 0.084 -2.106  0.225
35 H -3.643 -1.358 -1.237  0.218
36 H -0.728 -3.901 0.659  0.222
37 H 1.103 -2.454 -0.207  0.229
38 H 0.287 1.080 0.657  0.143
39 H 1.719 1.793 -0.143  0.194
40 H -0.365 3.373 -0.215  0.172
41 H 0.297 2.902 -1.787  0.222
42 H -1.162 2.110 -1.175  0.190
43 C 0.970 1.066 2.868  -0.732
44 C -0.511 1.002 2.781  0.446
45 C -1.222 0.023 1.923  -0.755
46 C -1.284 1.626 3.810  -0.131
47 C -2.700 1.417 3.915  -0.110
48 C -3.411 1.798 5.047  -0.233
49 C -2.775 2.480 6.091  -0.106
50 C -1.411 2.784 5.981  -0.238
51 C -0.682 2.384 4.865  -0.109
52 H 1.324 2.079 2.625  0.281
53 H 1.310 0.850 3.891  0.246
54 H 1.473 0.360 2.202  0.273
55 H -1.905 0.535 1.226  0.291
56 H -0.552 -0.601 1.331  0.287
57 H -1.842 -0.666 2.513  0.265
58 H -3.225 0.908 3.104  0.237
59 H -4.474 1.562 5.114  0.236
60 H -3.337 2.782 6.973  0.231
61 H -0.913 3.338 6.776  0.233
62 H 0.382 2.623 4.806  0.226

Record 3
# C6H9FO

A 2-piece molecular cluster, C6H9FO overall at a distorted geometry (ωB97M-V with the def2-TZVPD basis set, the Open Molecules 2025 dataset).

Results
Charge   0
Energy relative to the best compared isomer or geometry (same formula, charge and spin)   56.8 kcal/mol
SMILES string   C#CCCCC(=O)F.[H][H]
DFT total energy   -11129.6496 eV

Last column: natural (NBO) charge in e.
Geometry (Å):
1 C -1.599 -0.783 0.445  -0.022
2 C -2.482 -0.770 1.259  -0.221
3 C -0.481 -1.033 -0.398  -0.495
4 C 0.405 0.155 -0.676  -0.390
5 C 1.177 0.581 0.545  -0.585
6 C 2.544 0.031 0.575  0.874
7 O 3.031 -0.949 0.065  -0.526
8 F 3.347 0.683 1.463  -0.344
9 H -3.343 -0.576 1.834  0.232
10 H -1.976 1.630 -1.292  -0.019
11 H 0.182 -1.848 -0.019  0.240
12 H -0.728 -1.381 -1.384  0.237
13 H 1.112 -0.203 -1.484  0.227
14 H -0.278 0.758 -1.231  0.226
15 H 1.096 1.718 0.452  0.267
16 H 0.553 0.512 1.526  0.282
17 H -2.558 1.476 -1.680  0.018

> What is the DFT total energy in the third record?

-11129.6496 eV